C58H114BF12HgN6O14P2 | ωB97M-V/def2-TZVPD

Output
HOMO (eV): -5.426
Net charge: -1
Relative energy (zero: lowest compared OMol25 entry of this formula, charge and spin) (kJ/mol): 0.0
Orbital gap (eV): 3.8

Cartesian coordinates (Å):
H1 -1.85 2.03 -5.62
H2 0.70 5.79 -0.88
N1 -4.59 -1.77 0.88
H3 5.71 -1.07 2.03
H4 -0.16 -3.15 -2.91
H5 -4.14 0.95 -5.46
H6 -3.19 -6.93 -5.43
C1 2.86 -0.40 5.66
O1 -2.91 9.21 1.08
H7 1.06 5.19 -3.15
H8 -1.12 0.84 -3.30
C2 0.04 -4.16 -4.80
H9 3.86 -0.15 7.56
H10 -1.83 -5.32 -0.72
H11 -1.90 2.65 -0.37
H12 -3.19 2.88 -5.85
C3 5.26 -5.00 0.89
F1 1.06 -0.60 1.94
H13 5.73 3.36 -2.12
H14 0.00 -6.79 -3.61
C4 -3.47 -1.18 -1.21
C5 3.60 -2.59 -0.48
C6 -5.94 -1.50 -1.30
C7 -7.04 -1.56 0.91
N2 -3.52 2.72 -2.74
H15 2.54 -4.36 0.17
H16 6.12 -5.34 1.47
H17 -3.96 -3.53 -1.86
H18 3.29 -1.03 0.94
F2 -1.27 -0.58 6.61
C8 -2.18 3.93 2.29
C9 5.80 -3.88 -0.06
H19 3.54 3.96 4.09
H20 -1.32 -3.98 -6.43
O2 -2.47 2.76 2.15
C10 -2.69 3.83 -2.17
H21 2.48 7.27 0.93
H22 -7.08 -0.47 0.95
N3 2.45 0.96 5.29
O3 -0.71 6.59 0.89
C11 -1.14 -4.63 -1.22
H23 3.10 2.11 0.33
C12 6.99 -4.44 -0.79
H24 -5.79 -0.42 -1.38
C13 5.25 0.71 6.03
F3 -1.67 0.66 0.61
F4 -2.99 -0.91 3.87
C14 -1.63 3.24 -1.24
H25 4.12 6.61 1.09
P1 -2.10 -0.86 5.24
O4 1.23 1.05 4.60
O5 4.23 -4.54 -1.77
C15 -1.35 -3.97 -5.34
H26 -4.14 4.35 -0.61
H27 6.03 0.90 6.76
H28 -4.65 -4.91 -4.75
C16 2.48 -3.28 0.34
H29 -5.73 -0.36 3.00
H30 -8.13 -1.54 -0.88
C17 4.18 -0.29 6.53
H31 2.64 -1.12 3.54
C18 -7.17 -1.95 -0.57
H32 4.59 2.35 -2.94
H33 5.63 4.70 0.04
H34 -6.80 -1.61 3.48
H35 -2.42 -1.46 -1.08
C19 -2.36 -6.28 -5.69
H36 -3.92 -4.09 -0.14
H37 2.28 -1.18 -1.65
H38 -3.77 -3.50 -4.32
C20 -2.16 0.66 -3.58
H39 3.38 4.71 -3.19
C21 -1.34 4.44 3.42
H40 0.78 3.83 -1.97
F5 0.04 1.53 1.79
H41 2.03 3.31 3.68
H42 0.44 -5.10 -5.18
F6 -1.05 -0.23 2.52
H43 3.87 -1.38 -2.29
C22 -5.83 -1.45 3.01
H44 0.91 -1.36 6.37
H45 -5.03 -1.87 3.62
H46 7.65 -4.87 -0.04
C23 4.79 2.82 -1.97
C24 1.94 -1.11 6.65
H47 1.62 2.36 -0.67
H48 6.97 -3.04 1.53
H49 -2.39 -6.07 -6.76
H50 -7.32 -3.03 -0.53
H51 1.60 5.37 1.89
H52 -1.45 -3.60 -1.05
H53 5.16 1.98 -1.38
H54 -3.56 -5.34 -2.10
H55 -1.07 4.13 -0.92
H56 2.68 -3.20 1.41
H57 -5.39 -3.98 -1.16
H58 -1.09 4.45 -5.16
H59 1.55 -2.77 0.11
H60 4.51 2.78 6.38
H61 -3.77 -3.88 -6.01
C25 2.74 5.39 -0.09
H62 -6.64 -4.19 1.12
H63 2.65 -2.64 -2.47
N4 3.84 4.52 -0.55
H64 4.23 -1.36 4.23
H65 1.30 0.56 3.77
C26 -4.63 -2.00 -0.58
H66 1.77 6.67 -1.77
H67 -6.63 -3.88 2.74
C27 3.94 1.44 3.28
C28 -3.09 1.87 -3.87
H68 0.68 -3.34 -5.12
H69 -1.09 2.43 -1.74
N5 -2.22 -5.21 -3.37
H70 -5.96 -1.81 -2.34
H71 2.40 3.76 5.40
C29 -2.49 2.70 -5.02
F7 -3.40 -0.25 5.96
F8 -0.54 -1.36 0.55
H72 0.66 -6.48 -1.95
C30 -3.76 -4.34 -5.02
H73 -2.89 5.33 -3.71
H74 6.82 -5.17 -1.59
O6 -4.06 1.93 -1.70
H75 2.89 1.31 -1.12
H76 -4.99 0.48 -4.05
H77 3.29 1.38 2.40
H78 2.64 3.15 -3.34
C31 -5.82 -2.14 1.64
H79 4.35 -4.75 1.44
C32 5.29 -1.82 1.35
H80 -5.17 -4.24 2.09
O7 -0.93 3.79 4.32
H81 -0.69 3.24 -4.05
C33 3.27 6.73 0.41
C34 -0.93 -5.15 -2.66
B1 -1.65 6.11 1.90
H82 5.39 2.57 4.97
C35 0.07 -4.17 -3.26
H83 -1.24 5.14 -3.08
C36 2.76 3.30 4.48
C37 -2.24 8.24 1.30
H84 6.92 -2.05 0.00
H85 1.06 4.21 0.79
O8 4.85 4.28 0.41
H86 -4.42 5.01 -2.25
H87 -2.55 0.02 -2.78
H88 5.73 0.34 5.13
C38 -6.05 -3.64 1.85
C39 -4.45 -3.49 -0.88
C40 1.74 5.74 -1.21
H89 4.31 -4.08 -2.61
C41 -4.41 1.30 -4.46
C42 3.35 1.92 4.67
C43 1.98 4.73 1.09
H90 4.46 -0.63 -0.31
C44 -3.68 4.81 -1.48
C45 -2.39 -5.01 -4.82
F9 -0.77 -1.55 4.65
H91 5.04 -5.93 0.37
C46 -0.94 7.86 0.53
C47 2.78 3.98 -2.64
H92 -5.07 2.14 -4.71
H93 4.83 -2.38 2.18
H94 3.73 7.35 -0.37
H95 -5.00 1.99 -1.92
H96 -3.11 5.71 -1.23
H97 -2.14 -0.01 -4.44
O9 -2.56 7.23 2.08
F10 -1.60 0.65 4.81
N6 4.67 -3.49 -0.92
H98 -0.96 -7.27 -2.21
H99 2.55 3.91 1.51
H100 -7.95 -1.96 1.37
C48 4.16 -1.40 0.40
H101 2.91 -2.35 4.72
C49 3.17 -1.32 4.47
O10 -0.37 8.48 -0.31
H102 4.39 0.45 3.36
H103 1.08 -4.36 -2.90
H104 -3.44 -0.23 -0.67
C50 2.70 2.29 -0.67
O11 -3.18 -6.00 -2.69
O12 -0.97 5.72 3.14
H105 4.79 2.10 3.09
C51 1.45 4.62 -2.31
H106 4.57 -1.31 6.58
C52 3.07 -1.92 -1.76
H107 -3.64 -1.03 -2.27
H108 -1.50 -6.91 -5.45
F11 0.56 0.39 -0.20
F12 -2.50 -2.33 5.81
H109 -1.67 -2.93 -5.16
O13 -2.37 4.90 1.48
H110 7.56 -3.65 -1.29
P2 -0.19 0.06 1.18
Hg1 -3.38 0.38 1.95
C53 -2.15 4.61 -3.36
H111 1.94 -0.66 7.64
H112 -3.27 -3.09 1.14
H113 2.28 -2.15 6.74
C54 -1.56 3.75 -4.46
C55 -0.22 -6.55 -2.58
C56 4.62 2.06 5.56
H114 -0.16 -4.64 -0.74
O14 -3.40 -2.18 1.47
C57 6.36 -2.66 0.71
C58 3.50 3.40 -1.41